[1]
C2H10N2S | ωB97M-V/def2-TZVPD

Computed properties:
* E_LUMO: 0.0317 Eh
* energy above the lowest of the compared OMol25 structures with the same formula, charge and spin: 97.27 kJ/mol
* E_HOMO: -9.1 eV
* charge: 0
* HOMO-LUMO gap: 9.982 eV
* structure (SMILES): NCN.CS

Geometry as XYZ:
```
15
Properties=species:S:1:pos:R:3:forces:R:3:mulliken_charge:R:1
N -3.48730 -1.36812 0.15335 -0.346 1.322 -0.203 -0.615
C -3.25823 0.02439 -0.36950 0.814 -0.433 0.595 -0.192
N -4.10523 0.96541 0.40164 0.038 -0.922 -0.929 -0.625
H -4.23247 -1.08806 0.77000 -0.713 -0.929 0.435 0.268
H -2.79104 -1.79853 0.75352 0.419 0.577 -0.273 0.216
H -3.46464 0.01155 -1.43660 -0.520 0.296 0.037 0.268
H -2.23236 0.38658 -0.28119 0.363 -0.579 -0.022 0.234
H -4.29968 1.78132 -0.15500 -0.080 0.290 0.027 0.233
H -3.57301 1.22999 1.21022 0.026 0.379 0.333 0.212
C 4.84532 -0.31891 -0.26722 0.952 0.303 -2.834 -0.702
S 6.50193 0.00281 0.50821 -0.925 -0.301 -0.139 -0.181
H 4.09244 0.41484 -0.02046 -0.085 0.020 0.581 0.273
H 4.51220 -1.34274 -0.07102 0.199 0.344 0.208 0.256
H 4.95808 -0.21212 -1.43612 -0.122 -0.405 2.230 0.241
H 6.53398 1.31157 0.24018 -0.019 0.040 -0.046 0.112
```
Positions in Å, forces in eV/Å.

[2]
C2H10N3 | ωB97M-V/def2-TZVPD

Computed properties:
* E_LUMO: -0.1109 Eh
* energy above the lowest of the compared OMol25 structures with the same formula, charge and spin: 238.31 kJ/mol
* E_HOMO: -14.1 eV
* charge: +1
* HOMO-LUMO gap: 11.076 eV
* structure (SMILES): NC[NH2+]CN

Geometry as XYZ:
```
15
Properties=species:S:1:pos:R:3:forces:R:3:mulliken_charge:R:1
N -1.90475 0.81091 0.34925 -2.281 4.742 1.692 -0.416
C -1.34713 -0.38545 0.31949 1.003 -6.274 3.203 -0.518
N -0.10468 -0.53250 -0.58975 0.182 2.767 -0.369 -0.182
C 1.10786 0.43202 -0.35617 1.525 2.603 1.073 -0.359
N 2.22888 -0.30178 0.10043 -0.539 -0.750 -2.057 -0.462
H -2.20452 1.35680 1.25626 1.340 -2.015 -2.313 0.273
H -2.58886 1.01128 -0.35414 -0.251 0.036 -0.320 0.227
H -0.90734 -0.70334 1.36635 -0.700 0.952 -1.881 0.378
H -2.03090 -1.38405 0.14093 1.500 2.441 -0.384 0.320
H -0.30387 -0.54936 -1.56040 -0.986 0.713 -1.426 0.317
H 0.28316 -1.41716 -0.52267 1.130 -2.510 1.108 0.351
H 1.52421 1.10926 -1.19581 -1.914 -1.493 0.478 0.361
H 0.81210 1.19496 0.46135 -0.120 -1.440 -1.391 0.294
H 2.36449 -0.23019 1.04795 0.783 -0.054 2.328 0.191
H 3.07137 -0.41140 -0.46308 -0.671 0.282 0.258 0.224
```
Positions in Å, forces in eV/Å.

[3]
C2H10N3 | ωB97M-V/def2-TZVPD

Computed properties:
* E_LUMO: -0.1352 Eh
* energy above the lowest of the compared OMol25 structures with the same formula, charge and spin: 49.56 kJ/mol
* E_HOMO: -16.0 eV
* charge: +1
* HOMO-LUMO gap: 12.296 eV

Geometry as XYZ:
```
15
Properties=species:S:1:pos:R:3:forces:R:3:mulliken_charge:R:1
C -2.82219 0.57808 -0.90341 0.461 0.297 -0.386 -1.074
H -3.90559 0.59066 -0.89871 -0.033 -0.020 -0.056 0.294
H -2.45707 -0.44721 -0.92470 -0.153 -0.087 0.349 0.228
H -2.45900 1.15823 -0.05114 -0.107 -0.244 0.127 0.242
H -2.43340 1.05794 -1.80418 -0.283 0.088 -0.037 0.339
N 0.19306 -0.09236 -0.22704 0.042 -0.028 0.023 -0.156
C 1.30555 -0.23387 0.43400 1.166 -0.592 0.108 0.619
N 2.24103 -1.09233 0.03687 -0.224 0.052 -0.292 -0.338
N 1.52019 0.47660 1.61579 -0.104 0.123 0.377 -0.594
H -0.01671 -0.68494 -1.01215 -0.060 0.058 -0.229 0.234
H -0.49321 0.59792 0.02844 -0.107 0.039 0.285 0.166
H 3.13636 -1.10886 0.49690 -0.079 -0.041 0.167 0.237
H 2.16485 -1.65427 -0.79960 -0.082 0.094 -0.010 0.204
H 1.65624 -0.17638 2.38736 -0.395 0.002 -0.018 0.298
H 2.36989 1.03081 1.62156 -0.043 0.259 -0.409 0.302
```
Positions in Å, forces in eV/Å.

[4]
C2H10N3 | ωB97M-V/def2-TZVPD

Computed properties:
* E_LUMO: -0.1150 Eh
* energy above the lowest of the compared OMol25 structures with the same formula, charge and spin: 142.87 kJ/mol
* E_HOMO: -14.3 eV
* charge: +1
* HOMO-LUMO gap: 11.168 eV

Geometry as XYZ:
```
15
Properties=species:S:1:pos:R:3:forces:R:3:mulliken_charge:R:1
C -0.78927 -1.59974 -1.00487 2.698 -0.135 1.179 -1.008
C -1.09732 0.75279 -0.36659 0.480 -0.784 0.049 0.110
N 1.69240 -0.03282 1.07631 -0.843 -1.188 -0.066 -0.800
N -0.59276 1.82311 0.23573 1.106 -0.017 0.781 -0.328
N -0.49423 -0.36353 -0.38698 3.868 1.350 1.236 -0.321
H -1.38312 -2.03499 -0.30424 -1.651 -2.418 1.638 0.402
H -1.28375 -1.53032 -1.87199 -1.898 0.480 -3.348 0.431
H 0.15588 -2.15743 -1.18630 -0.732 0.294 0.295 0.263
H -2.05742 0.80703 -0.73979 -2.043 0.514 -1.101 0.462
H 2.18510 0.71085 0.62750 0.364 0.774 0.235 0.295
H 1.11014 0.19905 1.89158 1.027 0.161 -0.159 0.352
H 0.36873 1.79577 0.48877 0.491 -0.236 0.210 0.162
H -0.81072 2.76081 0.05052 -1.318 1.030 -0.494 0.265
H 2.35058 -0.78675 1.25138 -0.171 0.069 0.300 0.265
H 0.64576 -0.34382 0.23897 -1.379 0.104 -0.755 0.450
```
Positions in Å, forces in eV/Å.

[5]
C2H10N3O | ωB97M-V/def2-TZVPD

Computed properties:
* E_LUMO (spin up / spin down): -0.1187 / -0.1175 Eh
* energy above the lowest of the compared OMol25 structures with the same formula, charge and spin: 724.95 kJ/mol
* E_HOMO (spin up / spin down): -11.3 / -11.1 eV
* charge: +1
* HOMO-LUMO gap (spin up / spin down): 8.056 / 7.920 eV

Geometry as XYZ:
```
16
Properties=species:S:1:pos:R:3:forces:R:3:mulliken_charge:R:1
C 0.79627 -0.14204 -1.65248 1.044 0.878 0.650 -0.376
C 0.17393 0.91261 0.69313 1.899 1.578 -2.216 -0.318
N 1.14732 1.53962 1.42843 0.319 -0.726 2.242 -0.423
N -1.06160 -1.47978 -0.95569 1.236 0.489 -0.072 -0.552
N -0.63275 -0.14479 1.20117 -0.616 -0.171 0.580 -0.344
O 0.28928 -1.39617 -1.50296 -1.739 -0.298 -0.185 -0.219
H 0.30284 0.81821 -1.90339 -0.339 -1.396 -0.276 0.314
H 1.81842 -0.30351 -2.01273 -0.346 0.421 0.271 0.285
H -0.21342 1.64426 -0.07196 -0.430 -1.483 1.191 0.386
H 1.20909 2.52338 1.15960 0.587 -0.561 0.923 0.241
H 1.56928 1.15094 2.35451 -1.077 1.297 -2.609 0.250
H -1.12024 -2.45773 -0.75276 -0.101 -0.765 0.150 0.265
H -1.73765 -1.30400 -1.67024 -0.294 0.247 -1.018 0.285
H -0.15017 -1.03586 1.49004 -0.137 1.527 0.509 0.406
H -1.31033 0.26211 1.88309 0.387 -1.112 -0.049 0.343
H -1.08027 -0.58724 0.31225 -0.392 0.076 -0.092 0.455
```
Positions in Å, forces in eV/Å.

[6]
C2H10N4 | ωB97M-V/def2-TZVPD

Computed properties:
* E_LUMO: 0.0269 Eh
* energy above the lowest of the compared OMol25 structures with the same formula, charge and spin: 34.83 kJ/mol
* E_HOMO: -9.0 eV
* charge: 0
* HOMO-LUMO gap: 9.696 eV
* structure (SMILES): N=C(N)N.CN

Geometry as XYZ:
```
16
Properties=species:S:1:pos:R:3:forces:R:3:mulliken_charge:R:1
N 0.39754 -0.30367 1.95530 -0.223 -0.393 0.136 -0.721
C 0.26897 0.83154 1.39234 -0.041 -0.446 0.197 0.584
N 0.80779 1.19625 0.16295 0.030 -0.064 -0.769 -0.536
N -0.36877 1.83833 2.08131 0.238 0.817 -1.033 -0.458
H 0.77748 -1.02928 1.35357 0.225 0.320 0.017 0.213
H 1.18247 0.41506 -0.37218 -0.155 0.283 0.455 0.207
H 0.24489 1.77336 -0.45454 0.040 0.021 0.385 0.271
H -0.72057 2.61711 1.52676 0.140 -0.385 0.578 0.197
H -0.89374 1.54706 2.87960 -0.227 -0.101 0.109 0.255
C -0.61348 -0.96258 -2.26424 -0.239 0.859 -0.603 -0.534
N -0.34747 -2.37136 -2.50103 -0.715 0.385 0.640 -0.511
H 0.29096 -0.31143 -2.15949 -0.450 -0.427 -0.144 0.105
H -1.18023 -0.89654 -1.32916 0.069 0.166 -0.155 0.247
H -1.24768 -0.48315 -3.07271 0.672 -0.775 0.811 0.296
H 0.11493 -2.59298 -3.35902 0.453 -0.030 -0.087 0.196
H 0.07492 -2.76980 -1.67116 0.184 -0.231 -0.534 0.190
```
Positions in Å, forces in eV/Å.